Entry 1:
{
  "formula": "C13H18BClO2Si",
  "method": "wB97M-V/def2-TZVPD",
  "symbols": ["C", "Si", "Cl", "B", "O", "O", "H", "H", "H", "H", "H", "H", "C", "C", "C", "C", "C", "C", "H", "H", "H", "H", "H", "H", "C", "C", "C", "C", "C", "C", "H", "H", "H", "H", "H", "H"],
  "coordinates": [[-4.85752, 1.97728, -0.10569], [-4.04182, 1.07617, -1.53903], [-2.41553, -0.00461, -0.74792], [-3.29898, 2.39078, -2.85250], [-2.85033, 2.06952, -4.09013], [-3.23016, 3.72758, -2.49235], [-4.68865, 3.04172, -0.15947], [-4.47931, 1.58177, 0.82740], [-5.92377, 1.79971, -0.10037], [-4.95844, 0.08893, -2.14199], [-2.12229, 2.68013, -4.30433], [-2.82885, 3.79685, -1.61010], [-0.26260, 1.16929, 2.51713], [0.27883, 0.83215, 1.28525], [1.62932, 1.04192, 1.04191], [2.43681, 1.59059, 2.02816], [1.89249, 1.93359, 3.25783], [0.54319, 1.72225, 3.50276], [-1.31467, 0.99984, 2.70862], [-0.35554, 0.40536, 0.51768], [2.05297, 0.77612, 0.08168], [3.49031, 1.75107, 1.83886], [2.52051, 2.36497, 4.02614], [0.11959, 1.98753, 4.46256], [3.40326, -4.40367, -1.33657], [4.10951, -3.41125, -0.67202], [3.42811, -2.40939, 0.00430], [2.04098, -2.39805, 0.01355], [1.33460, -3.38702, -0.65619], [2.01565, -4.39048, -1.33037], [3.93449, -5.18788, -1.85978], [5.19159, -3.41916, -0.68075], [3.97786, -1.63623, 0.52602], [1.51075, -1.61985, 0.54412], [0.25242, -3.37496, -0.65273], [1.46519, -5.16259, -1.85168]],
  "mulliken_charge": [-0.989, 0.094, -0.242, 0.658, -0.441, -0.511, 0.300, 0.287, 0.322, -0.147, 0.318, 0.303, -0.304, 0.065, -0.589, -0.378, -0.420, -0.349, 0.387, 0.014, 0.524, 0.380, 0.361, 0.363, -0.424, -0.371, -0.470, -0.074, -0.547, -0.325, 0.354, 0.358, 0.386, 0.362, 0.386, 0.361],
  "fmax_ev_per_a": 1.1,
  "e_lumo_ev": 0.3,
  "e_tot_ha": -1431.31039,
  "spin_multiplicity": 1,
  "charge": 0,
  "orbital_gap_ev": 9.6
}

***

Entry 2:
{
  "formula": "C26H25BrCl2F6N3O2SbTl",
  "method": "wB97M-V/def2-TZVPD",
  "symbols": ["Tl", "C", "C", "O", "C", "C", "C", "N", "N", "C", "O", "C", "C", "C", "C", "C", "C", "H", "H", "H", "H", "H", "H", "H", "H", "H", "H", "H", "H", "C", "C", "C", "C", "C", "Br", "N", "C", "H", "H", "H", "H", "H", "H", "Cl", "C", "Cl", "H", "H", "F", "Sb", "F", "F", "F", "F", "F", "C", "C", "C", "C", "C", "C", "C", "H", "H", "H", "H", "H"],
  "coordinates": [[0.14143, -0.33893, -0.17408], [-2.85745, -3.86770, 0.77720], [-2.03250, -2.63610, 0.89695], [-2.80815, -1.44086, 0.59636], [-1.26975, -2.63042, 2.18210], [-0.59785, -1.68196, 2.83810], [-0.00606, -2.02886, 4.16268], [-0.46010, -0.38214, 2.35077], [0.12961, 0.46052, 3.22638], [0.44505, 1.64700, 2.65005], [0.12999, 2.04164, 1.51362], [1.31766, 2.53045, 3.51557], [1.71618, 3.75095, 2.97540], [2.56213, 4.61506, 3.66443], [3.03049, 4.24165, 4.91552], [2.64609, 3.02579, 5.46719], [1.80431, 2.17472, 4.76846], [-2.18562, -4.73282, 0.83801], [-3.36423, -3.92074, -0.17315], [-3.65961, -3.98701, 1.50263], [-1.25122, -3.61102, 2.66405], [-0.05004, -3.10488, 4.31275], [-0.50999, -1.52397, 4.97450], [1.02986, -1.75483, 4.23730], [1.29695, 4.02570, 1.99533], [2.84951, 5.54740, 3.19941], [3.67517, 4.92844, 5.45163], [3.06319, 2.76324, 6.43417], [1.49437, 1.23378, 5.17458], [-0.53397, 2.22244, -5.45639], [-1.21201, 2.40474, -4.10970], [-1.54254, 3.67081, -3.61390], [-2.13337, 3.72055, -2.34470], [-2.27257, 2.54077, -1.64450], [-2.97155, 2.56210, 0.10032], [-2.01748, 1.37056, -2.13395], [-1.47784, 1.28128, -3.35489], [-1.23918, 2.12610, -6.27549], [0.08160, 1.33462, -5.41746], [0.15376, 3.03018, -5.67025], [-1.30884, 4.57619, -4.12263], [-2.35337, 4.66728, -1.84969], [-1.21172, 0.26623, -3.64907], [3.01712, 3.69541, -1.48849], [3.03826, 2.00930, -0.86197], [4.42725, 1.08252, -1.43642], [2.10461, 1.52475, -1.11796], [3.08033, 2.00348, 0.20694], [2.94152, -1.64043, 1.32881], [3.72555, -3.15902, 0.45877], [5.38194, -2.18890, 0.39603], [3.15218, -2.39829, -1.18635], [2.02331, -4.09429, 0.50155], [4.58445, -4.58408, -0.42662], [4.18449, -3.92032, 2.13616], [-1.70775, -1.90492, -0.30436], [-2.09589, -2.29361, -1.64269], [-1.17662, -2.98350, -2.47381], [-1.37520, -3.08468, -3.82951], [-2.56073, -2.57756, -4.40194], [-3.52781, -2.05366, -3.56061], [-3.29584, -1.87379, -2.21627], [-0.24521, -3.38329, -2.01944], [-0.63076, -3.58813, -4.45226], [-2.76061, -2.64667, -5.46609], [-4.47027, -1.65574, -3.95297], [-4.05465, -1.40254, -1.58608]],
  "mulliken_charge": [0.989, -1.922, 2.638, -0.648, -1.180, 1.022, -1.460, 0.277, -0.730, -0.047, -0.552, 0.331, -0.309, -0.725, -0.254, -0.676, -0.064, 0.374, 0.449, 0.359, 0.056, 0.375, 0.304, 0.340, 0.395, 0.376, 0.338, 0.355, 0.467, -1.443, 0.978, -0.600, -0.383, -0.127, -0.106, 0.013, -0.458, 0.286, 0.364, 0.401, 0.432, 0.355, 0.247, -0.253, 0.582, -0.180, -0.352, 0.067, -0.576, 2.523, -0.602, -0.587, -0.600, -0.584, -0.594, -1.170, -0.168, -0.610, -0.449, -0.532, -0.401, -0.138, 0.416, 0.378, 0.354, 0.305, 0.335],
  "fmax_ev_per_a": 2.1,
  "s_squared": 0.776,
  "e_lumo_ev": [4.0, 4.0],
  "e_tot_ha": -5826.97319,
  "spin_multiplicity": 2,
  "relative_energy_kcal_mol": 12.38,
  "charge": -2,
  "orbital_gap_ev": [5.3, 5.3]
}

***

Entry 3:
{
  "formula": "C14H17BeIN2O2",
  "method": "wB97M-V/def2-TZVPD",
  "symbols": ["C", "C", "H", "H", "H", "H", "H", "H", "C", "C", "C", "C", "H", "H", "H", "H", "N", "C", "C", "N", "C", "C", "C", "H", "H", "C", "H", "H", "Be", "I", "C", "C", "O", "O", "H", "H", "H"],
  "coordinates": [[-1.45022, -1.37044, 0.22569], [1.21001, -0.96161, 1.63533], [-2.29781, -1.28908, 0.93408], [-0.87752, -2.26844, 0.50804], [-1.89772, -1.59114, -0.76550], [2.12981, -0.41511, 1.76098], [1.15015, -1.76430, 2.36257], [1.10020, -1.28560, 0.60522], [-2.61706, 1.00776, -1.42653], [-3.43818, 1.97250, -1.99779], [-2.90289, 3.23547, -2.26774], [-1.56624, 3.49286, -1.95757], [-2.98028, 0.02060, -1.15798], [-4.47255, 1.71830, -2.21763], [-3.51796, 4.02447, -2.70215], [-1.11904, 4.46493, -2.14190], [-1.32304, 1.26674, -1.16100], [-0.77297, 2.48859, -1.39724], [0.63322, 2.68580, -0.98192], [1.25020, 1.67483, -0.33890], [2.51999, 1.79509, 0.04449], [2.60818, 4.05767, -0.75253], [3.23984, 2.98907, -0.11246], [3.00574, 0.93247, 0.50404], [4.26202, 3.05065, 0.26025], [1.30635, 3.90148, -1.21187], [0.78647, 4.69175, -1.74461], [3.12103, 5.00221, -0.90375], [-0.29278, 0.06847, -0.58341], [-0.39972, 0.41642, 2.05561], [0.59572, -2.86595, -2.08489], [1.03927, -1.48973, -2.48767], [1.66745, -1.28844, -3.52205], [0.66131, -0.52771, -1.65255], [0.97072, -3.54658, -2.83884], [-0.49548, -2.94698, -2.01372], [1.02495, -3.10645, -1.11031]],
  "mulliken_charge": [-1.610, -0.630, 0.326, 0.413, 0.191, 0.259, 0.352, -0.001, -0.074, -0.830, -0.419, -0.822, 0.407, 0.402, 0.420, 0.322, 0.497, 1.032, 0.501, 0.504, 0.005, -0.406, -0.939, 0.435, 0.377, -1.119, 0.313, 0.422, 0.014, 0.052, -0.794, 0.600, -0.667, -0.232, 0.297, 0.197, 0.203],
  "fmax_ev_per_a": 2.6,
  "e_lumo_ev": -0.9,
  "e_tot_ha": -1116.15035,
  "spin_multiplicity": 1,
  "relative_energy_kcal_mol": 36.54,
  "charge": 0,
  "orbital_gap_ev": 5.8
}

***

Entry 4:
{
  "formula": "C2H5PS",
  "method": "wB97M-V/def2-TZVPD",
  "symbols": ["P", "C", "C", "S", "H", "H", "H", "H", "H"],
  "coordinates": [[-0.90138, 0.47625, 1.54608], [-0.41037, 0.84133, -0.17207], [0.69991, 0.11318, -1.00154], [1.03109, 1.83275, -0.55793], [0.35433, 0.81320, 2.16042], [-0.62359, -0.84917, 1.46842], [-1.15791, 1.06402, -0.85332], [1.27640, -0.56543, -0.32893], [0.55500, 0.00018, -2.02229]],
  "mulliken_charge": [-0.071, -0.336, -0.607, -0.123, 0.048, 0.020, 0.463, 0.282, 0.324],
  "fmax_ev_per_a": 4.4,
  "e_lumo_ev": 1.0,
  "e_tot_ha": -818.68016,
  "spin_multiplicity": 1,
  "relative_energy_kcal_mol": 11.12,
  "charge": 0,
  "orbital_gap_ev": 9.8
}